# C22H29ClCrNO8Se

A structure of composition C22H29ClCrNO8Se (ωB97M-V/def2-TZVPD, the Open Molecules 2025 dataset).

Geometry (Å):
Cr  -0.1248  -0.1988  0.2354
O  -2.0822  2.1687  -0.7759
Cl  -2.5601  0.9531  -1.3695
O  -3.9844  0.8698  -1.3290
O  -2.0519  0.7716  -2.7023
O  -2.0316  -0.2289  -0.5122
C  5.7797  -3.1033  -1.1583
O  5.2038  -3.8520  -0.0967
C  4.0408  -3.4152  0.4257
C  3.4755  -4.2606  1.4036
C  2.2780  -3.9168  1.9527
C  1.5836  -2.7427  1.5734
C  0.2423  -2.4922  2.0287
C  -0.3821  -3.1560  3.2174
O  -0.4865  -1.6647  1.4509
C  2.1967  -1.8637  0.6413
O  1.7130  -0.6819  0.3149
C  3.4274  -2.2339  0.0658
H  6.6490  -3.6641  -1.4856
H  6.0926  -2.1147  -0.8172
H  5.0758  -2.9997  -1.9855
H  3.9989  -5.1636  1.6860
H  1.8371  -4.5830  2.6817
H  0.2224  -3.9376  3.6661
H  -1.3588  -3.5510  2.9393
H  -0.5522  -2.3676  3.9568
H  3.8594  -1.5503  -0.6496
C  1.7019  3.0083  -0.3701
N  1.8917  2.4894  -1.7320
C  2.9499  3.0469  -2.5787
C  1.2121  1.4060  -2.0700
C  1.3155  0.7976  -3.4316
O  0.4191  0.8841  -1.2635
H  2.1718  3.9859  -0.3028
H  2.1403  2.3351  0.3659
H  0.6386  3.1048  -0.1628
H  3.4218  3.8596  -2.0361
H  2.5483  3.4481  -3.5071
H  3.7119  2.3044  -2.8094
H  1.8735  1.3908  -4.1479
H  0.2949  0.6431  -3.7810
H  1.7807  -0.1850  -3.3292
C  -2.7783  -0.6495  7.4211
C  -2.1661  -0.2517  6.1024
C  -0.8622  0.2105  6.0253
C  -0.2938  0.6149  4.8198
C  1.1357  1.1024  4.8328
C  -1.0655  0.5562  3.6501
Se  -0.2531  1.2901  2.0727
C  -2.3815  0.0756  3.6950
C  -3.2722  0.0125  2.4858
C  -2.8998  -0.3216  4.9251
H  -2.0418  -0.6195  8.2245
H  -3.1937  -1.6583  7.3768
H  -3.5944  0.0254  7.6886
H  -0.2606  0.2619  6.9276
H  1.6020  0.8792  5.7925
H  1.1888  2.1815  4.6712
H  1.7241  0.6400  4.0398
H  -2.7418  -0.3085  1.5987
H  -3.6946  0.9959  2.2622
H  -4.0991  -0.6766  2.6606
H  -3.9226  -0.6860  4.9591

## Properties
largest force on an atom	1.36	eV/Å
ΔE to the lowest compared entry with this formula, charge and spin	50.4	kJ/mol
E	-5418.26433	hartree
Kohn-Sham gap (spin up / spin down)	7.02 / 7.76	eV
spin multiplicity	2
HOMO level (spin up / spin down)	-7.71 / -7.71	eV

Atomic partial charges in e from the Löwdin method, atoms 1 to 4: number 1, Cr, carries 0.648; number 2, O, carries -0.329; number 3, Cl, carries 0.737; number 4, O, carries -0.283